Below is 8 unconnected molecules or ions with the total composition C30H78N2O10 in a non-equilibrium geometry, with properties calculated with ωB97M-V/def2-TZVPD.

The geometry in XYZ format:
```
120
Properties=species:S:1:pos:R:3:forces:R:3
C 9.14197 -6.31949 13.58554 1.0677 -0.0824 0.3574
C 10.64928 -6.53787 13.23915 -0.2928 0.9307 -1.3735
C 11.24766 -5.36692 12.32764 -0.3742 -0.9649 1.3861
O 11.54411 -6.62343 14.34610 -0.1049 0.7582 0.1549
H 8.40447 -6.63090 12.84579 0.4806 0.1025 -0.5478
H 9.01388 -5.25377 13.77511 -0.3287 -0.0715 0.4112
H 8.88959 -6.95769 14.43236 0.0082 0.3025 0.4194
H 10.71414 -7.46872 12.67575 0.1294 -0.0753 -0.1504
H 12.32515 -5.52989 12.30401 -0.0821 -0.2424 -0.6955
H 11.17932 -4.37922 12.78358 -0.4561 -0.0141 0.4641
H 10.74444 -5.27841 11.36482 0.3126 -0.3920 -0.1030
H 11.24930 -7.17727 15.07270 -0.4010 -0.2509 -0.2808
C 5.92497 -6.85972 10.10551 0.1216 -0.9868 1.1696
C 5.49144 -7.89852 11.24770 1.8014 0.7218 -2.7769
C 4.02803 -7.80039 11.34215 -1.0597 -0.2631 1.1310
O 5.90668 -9.19193 10.78079 0.1534 0.0009 0.8510
H 7.00822 -6.76278 10.03292 0.0650 0.3153 0.3414
H 5.40879 -5.90979 10.24440 0.2385 0.1135 -0.0646
H 5.66124 -7.29140 9.14000 -0.4588 0.0457 -0.0738
H 6.04077 -7.67116 12.16129 -0.1151 -0.2699 0.1146
H 3.76120 -6.99121 12.02195 -0.1860 0.5953 -0.5609
H 3.57181 -8.64811 11.85337 0.1340 -0.3943 -0.3478
H 3.66099 -7.70181 10.32055 -0.5925 0.1359 0.2857
H 5.81832 -9.22410 9.82541 -0.0691 0.0507 -0.0491
C 6.50719 -4.19361 6.48663 -0.4118 -0.7407 0.5548
C 5.19421 -4.93648 6.89298 -0.9842 0.0293 -2.0039
C 3.98468 -4.18130 6.35629 0.3171 1.3612 -0.3783
O 5.17598 -6.19637 6.16125 1.1727 -0.0083 0.6386
H 7.28765 -4.49098 7.18703 0.2722 -0.0670 -0.2641
H 6.46711 -3.10440 6.49754 -0.4692 -0.0098 0.3131
H 6.78154 -4.45161 5.46376 -0.0119 -0.3099 0.1163
H 5.09106 -5.09348 7.96667 0.3113 -0.0637 0.0728
H 4.13867 -3.12710 6.58663 -0.4855 0.1875 0.3866
H 2.97179 -4.48421 6.62161 0.2277 -0.2728 0.5090
H 3.99984 -4.17766 5.26640 0.2332 -0.3140 -0.1250
H 4.35833 -6.67997 6.29976 -0.1688 0.2398 0.2215
C 2.37874 -3.52028 12.23770 0.9550 -0.3220 1.0378
C 1.91429 -2.37765 13.05746 0.3343 1.2426 0.4486
C 2.92768 -1.23871 13.33092 -0.4623 -0.4923 -0.7230
O 0.86099 -1.75403 12.38758 -1.3510 0.8069 -0.1840
H 1.78106 -4.39406 12.49731 0.1127 -0.1837 -0.4247
H 3.38944 -3.61135 12.63557 0.3072 -0.9431 -0.7459
H 2.36082 -3.26926 11.17715 0.2567 -0.1698 0.0540
H 1.63245 -2.70063 14.05963 -0.5200 -0.3668 0.0908
H 3.49131 -1.38021 14.25309 -0.1138 0.0222 0.0888
H 2.25936 -0.37847 13.36875 0.5257 0.3382 0.3249
H 3.63308 -1.13661 12.50625 -0.0370 0.1314 -0.0738
H 0.44469 -2.36277 11.77297 -0.0446 -0.0761 0.1016
C 8.00516 -3.44817 11.55279 0.3097 0.2975 -0.6404
C 6.89821 -2.41833 11.28882 1.0784 0.3216 1.8707
C 6.70047 -2.00811 9.87904 -0.8276 -0.2776 -0.3085
O 5.68235 -2.79159 11.88778 -1.1282 -1.2250 -0.0628
H 8.81929 -3.19482 10.87374 0.2638 -0.1549 0.0222
H 7.75165 -4.49525 11.38707 -0.3603 0.0707 -0.1803
H 8.41224 -3.35982 12.56005 -0.1147 0.0413 0.1549
H 7.11117 -1.60308 11.98027 1.1087 1.0307 -0.8071
H 6.40161 -2.89964 9.32774 0.2632 -0.1051 -0.3412
H 7.57998 -1.54195 9.43490 -0.1045 -0.0586 0.0344
H 5.82512 -1.36042 9.83031 0.1886 0.3513 -0.1015
H 5.98204 -3.03889 12.76564 -0.6240 -0.2572 0.2814
C 5.22581 3.13230 8.69182 0.1204 0.5473 0.5964
C 4.54601 2.07966 7.82308 2.0907 -0.7892 0.9827
C 5.58531 1.20379 7.17814 0.2217 -0.3693 -1.7799
O 4.00067 1.11536 8.72265 -1.4865 0.3979 -0.0840
H 5.36096 4.14189 8.30380 -0.2396 -0.0937 -0.4660
H 6.21766 2.81787 9.01658 -0.0290 -0.2593 0.0090
H 4.62092 3.22418 9.59391 0.0033 0.2454 0.1260
H 3.90238 2.58369 7.10211 -0.6039 -0.5522 0.0524
H 6.20899 0.65225 7.88164 0.3335 0.8646 0.3835
H 6.12481 1.77579 6.42324 0.5526 -0.1081 0.2008
H 5.17341 0.34621 6.64617 -0.6797 0.2371 -0.3014
H 3.27254 1.54568 9.17680 -0.2606 -0.1747 0.3050
C 13.45274 -0.29797 18.04650 0.4332 0.5902 -1.0352
O 12.14701 -0.53448 18.49999 -3.0144 -0.4506 -0.0689
C 11.01217 -0.14165 17.62021 2.4714 -0.9339 0.6308
C 9.65237 -0.64204 18.21568 -0.4011 0.9671 1.7819
N 9.47114 -2.09974 18.23447 3.6682 2.8051 -3.8003
C 9.24794 -2.64930 16.92874 -4.5251 0.8470 -0.4403
C 8.16478 -1.72493 16.09400 1.2153 -2.7045 -1.1754
O 8.83168 -1.06206 15.04927 1.8920 0.4194 1.7542
C 8.11089 0.02635 14.60097 -1.7186 0.2616 -1.6435
H 13.48293 0.67614 17.55835 0.1512 0.0029 -0.3999
H 13.76511 -1.09856 17.37599 0.1124 0.1307 -0.2133
H 14.19152 -0.21511 18.84364 -0.5622 -0.3205 0.4476
H 11.08765 -0.49906 16.59324 0.2702 -0.6560 -0.0615
H 11.06924 0.93738 17.47687 -0.7561 0.2493 0.6239
H 8.89854 -0.06028 17.68520 -0.2343 -0.4861 0.3243
H 9.66805 -0.46341 19.29083 0.0026 0.9914 0.0985
H 10.43199 -2.33213 18.44148 0.3819 -1.3938 1.8838
H 8.75332 -3.59546 17.14831 -0.0968 -0.5441 -0.4460
H 10.15076 -2.90134 16.37241 0.3901 0.2542 0.1300
H 7.45754 -1.10965 16.65019 0.4199 0.0558 0.4835
H 7.57044 -2.43642 15.52072 -0.5438 -0.4650 0.5910
H 7.82937 0.81600 15.29760 0.6976 0.0781 0.5426
H 7.14637 -0.37379 14.28842 -0.4649 0.1731 -0.3834
H 8.57000 0.42800 13.69764 0.2134 0.0703 0.3067
C 10.82039 -3.19503 8.20360 0.5021 0.6709 0.4375
O 11.95234 -3.53956 7.43021 -0.0804 0.4689 0.0031
C 12.97583 -2.52689 7.22208 -0.0674 -2.0983 -0.9180
C 13.85061 -3.10451 6.00932 0.0282 0.4078 1.4020
N 14.15274 -2.16922 4.93946 -2.0794 1.3228 -0.5376
C 12.81778 -1.69269 4.31710 -0.2877 -2.3549 1.8372
C 12.92419 -0.79112 3.17249 0.8631 0.3448 0.2498
O 11.68269 -0.17949 2.92129 0.1092 -0.7577 1.6759
C 11.66723 0.33530 1.66743 -0.3566 0.5972 -2.2075
H 10.26054 -2.34831 7.80645 -0.2636 -0.1050 -0.6504
H 11.06959 -2.82528 9.19823 0.5083 -0.1648 0.4366
H 10.18093 -4.06391 8.35928 0.1063 -0.0366 -0.4372
H 13.65717 -2.52414 8.07289 -0.2098 0.1606 0.3097
H 12.55583 -1.52717 7.11129 -0.0407 -0.0513 -0.3859
H 13.52231 -4.04693 5.57096 -1.1278 -0.0533 0.4660
H 14.75513 -3.41775 6.53069 0.5133 0.2908 -0.3707
H 14.60851 -2.75040 4.25054 0.2030 0.2760 -0.4205
H 12.11653 -1.29142 5.04876 0.7511 0.6906 0.5045
H 12.18408 -2.53389 4.03620 0.2708 -0.7536 -0.3780
H 13.23906 -1.39085 2.31850 0.2149 0.3107 -0.3937
H 13.69884 -0.09112 3.48556 0.1792 0.6037 -0.6831
H 10.65701 0.54959 1.31866 -0.1679 0.0315 0.3902
H 12.06109 -0.40476 0.97081 0.1529 0.0125 -0.3846
H 12.24668 1.25201 1.55796 0.2441 0.1799 0.0788
```
Forces are in eV/Å.

ΔE to the lowest compared entry with this formula, charge and spin = 2.211 eV
Kohn-Sham gap (alpha / beta) = 7.56 / 1.71 eV
Net charge = +1
E = -2051.1007 Eh
Spin multiplicity = 2
Maximum force = 6.0 eV/Å
HOMO level (alpha / beta) = -0.3783 / -0.3783 hartree
<S²> = 0.75